1.
A molecular structure, C31H40ClHfIN5O3S2 at a distorted geometry, computed with wB97M-V/def2-TZVPD.

```
84
Properties=species:S:1:pos:R:3
Hf -0.98818 -0.18640 -0.21264
N -0.06615 -2.28673 -0.76050
C -0.71163 -3.00931 -1.88639
C -1.10959 -1.98543 -2.93313
N -2.03284 -0.97420 -2.36081
C -3.38154 -1.58441 -2.15661
C -3.73521 -1.73551 -0.68592
N -3.41287 -0.46788 0.00955
C -2.14420 0.16860 -3.30452
C -2.80512 1.37076 -2.64862
N -2.07433 1.73155 -1.41185
H 0.86714 -2.01159 -1.06220
H 0.09961 -2.92134 0.01457
H -1.57488 -3.55915 -1.51035
H -0.04374 -3.74299 -2.33963
H -1.56182 -2.49045 -3.79081
H -0.20826 -1.47896 -3.28449
H -3.44116 -2.55894 -2.64331
H -4.13643 -0.96115 -2.63536
H -3.16263 -2.53531 -0.21156
H -4.78998 -2.00192 -0.60359
H -3.66407 -0.56502 0.99064
H -4.04215 0.25052 -0.34048
H -2.71075 -0.12057 -4.19450
H -1.14191 0.43942 -3.63337
H -3.83787 1.13639 -2.39041
H -2.84593 2.18888 -3.36838
H -2.69652 2.23150 -0.78177
H -1.36972 2.42858 -1.63431
O 0.94608 -0.35851 0.93178
S 2.37045 -0.70344 1.37503
C 3.49091 0.51912 0.58330
C 3.20520 1.99998 0.81161
C 2.01005 2.54484 0.01764
C 2.27735 2.50807 -1.49360
S 0.92662 1.71033 -2.44498
O 0.49129 0.48468 -1.59203
C 1.89556 0.98248 -3.76065
C 2.06678 1.70559 -4.93228
C 2.82095 1.14615 -5.95383
C 3.37382 -0.11823 -5.80362
C 3.19534 -0.82906 -4.62203
C 2.45195 -0.27825 -3.59060
C 2.50689 -0.18007 3.07672
C 1.56093 0.64865 3.65828
C 1.76169 1.06963 4.96460
C 2.89122 0.66060 5.66244
C 3.81980 -0.18744 5.06993
C 3.62616 -0.62313 3.76860
H 3.48083 0.25500 -0.47722
H 4.47074 0.24493 0.97919
H 4.10513 2.55302 0.53219
H 3.04718 2.19430 1.87103
H 1.80568 3.56600 0.33783
H 1.13147 1.95992 0.26268
H 3.18727 1.96717 -1.74643
H 2.35652 3.50763 -1.92517
H 1.63461 2.69273 -5.05066
H 2.96852 1.69990 -6.87083
H 3.94636 -0.55528 -6.61050
H 3.63646 -1.80883 -4.49802
H 2.31733 -0.80485 -2.65393
H 0.68580 0.95790 3.09698
H 1.04115 1.72362 5.43724
H 3.04710 0.99577 6.67899
H 4.68892 -0.51872 5.62101
H 4.33524 -1.29852 3.30182
Cl -3.42899 0.06515 6.32327
C -2.77952 0.40172 4.77280
C -2.69716 1.69904 4.33569
C -2.16826 1.98474 3.07215
I -2.00511 3.95564 2.38371
C -1.72758 0.98668 2.22103
O -1.21815 1.27596 1.01057
C -1.84378 -0.36095 2.64534
N -1.48228 -1.34953 1.75349
C -1.57583 -2.60671 2.15678
C -2.01453 -2.98696 3.42395
C -2.40717 -2.01760 4.31200
C -2.35053 -0.66141 3.93699
H -3.03632 2.50161 4.97687
H -1.29967 -3.37744 1.44512
H -2.05361 -4.03356 3.68923
H -2.76408 -2.27901 5.29932
```

Computed properties:
- LUMO: -0.29652 Ha
- F_max: 1.75 eV Å⁻¹
- HOMO energy: -15.565 eV
- E_tot: -89971.8583 eV
- Net charge: +3
- M: 935.7 g mol⁻¹
- HOMO-LUMO gap: 7.50 eV



2.
A single C4H9NO2 molecule, computed with wB97M-V/def2-TZVPD.

```
16
Properties=species:S:1:pos:R:3
C 0.77579 0.51664 -1.45063
C 0.48703 -0.61164 -0.46376
O 1.50462 -1.59981 -0.46676
C 0.40182 -0.08521 0.96951
C -0.81713 0.80321 1.15120
N -2.01490 0.15191 1.04736
O -0.74990 2.00840 1.31430
H 1.83377 0.79036 -1.37914
H 0.17881 1.40534 -1.21882
H 0.55843 0.21645 -2.48201
H -0.47851 -1.07829 -0.72055
H 1.59873 -1.92459 -1.37099
H 0.36880 -0.93735 1.65852
H 1.28849 0.51163 1.19954
H -2.85841 0.68564 1.18841
H -2.07743 -0.85267 1.02382
```

Computed properties:
- LUMO: 0.02801 Ha
- Structure (SMILES): C[C@@H](O)CC(N)=O
- F_max: 0.38 eV Å⁻¹
- HOMO energy: -9.891 eV
- E_tot: -9879.5813 eV
- M: 103.1 g mol⁻¹
- HOMO-LUMO gap: 10.65 eV



3.
A single HNO2 molecule at a distorted geometry, computed with wB97M-V/def2-TZVPD.

```
4
Properties=species:S:1:pos:R:3
O -1.14640 -0.07578 -0.02836
N -0.33294 0.80613 -0.00472
O 0.87217 0.12304 -0.03383
H 0.60717 -0.85339 0.06691
```

Computed properties:
- LUMO: -0.00839 Ha
- Structure (SMILES): O=NO
- F_max: 4.39 eV Å⁻¹
- HOMO energy: -11.176 eV
- E_tot: -5598.2413 eV
- M: 47.0 g mol⁻¹
- HOMO-LUMO gap: 10.95 eV



4.
A single C2H5NO3 molecule at a distorted geometry, computed with wB97M-V/def2-TZVPD.

```
11
Properties=species:S:1:pos:R:3
O -1.93103 -1.08416 -0.36838
C -1.56426 -0.03649 0.12528
N -0.31314 0.17676 0.81415
C 0.61806 0.04286 -0.23745
O 1.50657 1.07742 -0.30607
O 1.20257 -1.18607 -0.33006
H -2.30192 0.67635 0.53529
H -0.20693 0.99511 1.39733
H -0.26718 0.05011 -1.14910
H 2.13873 0.91315 -1.01825
H 1.11854 -1.62503 0.53726
```

Computed properties:
- LUMO: 0.02729 Ha
- Structure (SMILES): O=CNC(O)O
- F_max: 5.00 eV Å⁻¹
- HOMO energy: -10.134 eV
- E_tot: -9785.8851 eV
- M: 91.1 g mol⁻¹
- HOMO-LUMO gap: 10.88 eV



5.
A molecular structure, C5H9MgO4Sc at a distorted geometry, computed with wB97M-V/def2-TZVPD.

```
20
Properties=species:S:1:pos:R:3
O 2.36608 -0.72625 0.83362
C 2.04752 -1.97956 0.45284
C 0.93532 -2.33495 -0.21838
O -0.19293 -1.57128 -0.30729
C -0.29698 -0.35754 -1.09715
C -1.53605 0.33738 -0.59024
O -1.19564 0.98980 0.65533
C -2.17253 1.82422 1.23994
Mg 0.81641 0.64841 0.77584
H 2.90711 -2.65444 0.38198
H 0.88836 -3.27831 -0.76542
H -0.43108 -0.62604 -2.15209
H -2.36039 -0.35704 -0.35539
H -1.86085 1.11599 -1.29788
H -1.70294 2.35537 2.07509
H -2.54307 2.56205 0.51300
H -2.99564 1.19218 1.60502
Sc 3.68997 0.77565 0.50911
O 2.11793 1.26025 -0.59557
H 1.51942 0.82413 -1.66236
```

Computed properties:
- LUMO (alpha / beta): -0.31805 / -0.35021 Ha
- F_max: 5.86 eV Å⁻¹
- HOMO energy (alpha / beta): -16.125 / -15.502 eV
- E_tot: -39646.9407 eV
- Net charge: +2
- M: 202.4 g mol⁻¹
- HOMO-LUMO gap (alpha / beta): 7.47 / 5.97 eV



6.
A single C4H8N4 molecule at a distorted geometry, computed with wB97M-V/def2-TZVPD.

```
16
Properties=species:S:1:pos:R:3
C 1.67684 -1.32390 -0.49336
N 0.56840 -0.82739 0.33642
C -0.71160 -1.35130 0.34474
N -1.53531 -2.15470 0.52998
C 0.80779 0.43129 1.05310
N -0.05037 1.40513 0.41914
C -0.96316 1.05572 -0.45667
N -2.14605 1.74736 -0.53234
H 2.60199 -1.37417 0.08888
H 1.44940 -2.32720 -0.86349
H 1.82714 -0.64955 -1.34156
H 1.85114 0.75050 0.96847
H 0.53451 0.30894 2.10677
H -0.71761 0.53868 -1.39700
H -2.24221 2.57551 0.04231
H -2.95089 1.19507 -0.80539
```

Computed properties:
- LUMO: 0.03193 Ha
- Structure (SMILES): CN(C#N)C/N=C/N
- F_max: 3.44 eV Å⁻¹
- HOMO energy: -8.590 eV
- E_tot: -10235.4920 eV
- M: 112.1 g mol⁻¹
- HOMO-LUMO gap: 9.46 eV



7.
A gas-phase ion, C9H15OS (charge +1) at a distorted geometry, computed with wB97M-V/def2-TZVPD.

```
26
Properties=species:S:1:pos:R:3
C 2.53020 -0.71262 -0.04435
C -1.46502 2.89230 -0.73608
C -2.60178 -2.55430 0.43250
C 3.14030 0.60072 -0.56771
C -1.45351 2.35020 0.51566
C -1.32487 -2.26199 0.21880
C 3.45030 1.43025 0.40851
C -0.77639 1.08782 0.92788
C -1.13999 -1.36785 -0.91091
O 1.23822 -0.40454 0.50409
S 0.03918 0.14756 -0.44189
H 2.56226 -1.40931 -0.84325
H 3.02221 -1.05530 0.88688
H -1.84958 3.92098 -0.77597
H -0.95007 2.55748 -1.69436
H -2.94391 -3.25115 1.17356
H -3.41117 -2.04650 -0.04120
H 3.17721 1.05394 -1.57348
H -2.09218 2.95670 1.27881
H -0.39829 -2.72441 0.55140
H 3.39146 1.00870 1.50812
H 3.73420 2.47392 0.34940
H 0.02172 1.21883 1.66657
H -1.38693 0.35315 1.30191
H -0.51069 -1.77956 -1.73041
H -1.96221 -0.76124 -1.28670
```

Computed properties:
- LUMO (alpha / beta): -0.13482 / -0.30104 Ha
- F_max: 4.74 eV Å⁻¹
- HOMO energy (alpha / beta): -9.094 / -13.322 eV
- E_tot: -22442.7039 eV
- Net charge: +1
- M: 171.3 g mol⁻¹
- HOMO-LUMO gap (alpha / beta): 5.43 / 5.13 eV
- Multiplicity: 3



8.
A single C6H8S molecule at a distorted geometry, computed with wB97M-V/def2-TZVPD.

```
15
Properties=species:S:1:pos:R:3
C -0.30653 1.82087 0.39935
C -0.13448 0.60602 -0.51635
C 1.25816 -0.04047 -0.65335
C 1.23553 -1.27371 -0.12890
C -0.21809 -1.66507 0.36192
C -1.05625 -0.53059 -0.15675
S -2.64719 -0.43300 -0.29596
H 0.00137 1.62879 1.42952
H -1.33721 2.15238 0.39713
H 0.31058 2.64265 0.13561
H -0.42961 0.88568 -1.56014
H 2.13561 0.54117 -0.91204
H 2.05132 -1.91973 0.02934
H -0.28779 -1.76912 1.46948
H -0.57541 -2.64586 0.00114
```

Computed properties:
- LUMO: 0.00119 Ha
- Structure (SMILES): C[C@H]1C=CCC1=S
- F_max: 2.37 eV Å⁻¹
- HOMO energy: -8.528 eV
- E_tot: -17185.7382 eV
- M: 112.2 g mol⁻¹
- HOMO-LUMO gap: 8.56 eV



9.
2 unconnected molecules or ions with the total composition C5H8O, computed with wB97M-V/def2-TZVPD.

```
14
Properties=species:S:1:pos:R:3
C 2.76731 -0.11513 -0.33693
C 1.51955 -0.51855 -0.28162
C 0.29359 -0.86612 -0.25171
C -0.99299 -1.12927 -0.20736
C -1.96525 -0.27674 0.56805
O -1.37445 0.83758 1.18606
H 3.07693 0.80106 0.16050
H 3.52324 -0.66484 -0.89110
H -1.40552 -1.99225 -0.72913
H -2.72497 0.10722 -0.12245
H -2.48684 -0.92103 1.29780
H -0.53824 0.54061 1.57196
H 0.39800 2.19971 -1.24445
H -0.09033 1.99777 -0.71963
```

Computed properties:
- LUMO: 0.01392 Ha
- Structure (SMILES): C=C=C=CCO.[H][H]
- F_max: 0.30 eV Å⁻¹
- HOMO energy: -9.012 eV
- E_tot: -7358.2845 eV
- M: 84.1 g mol⁻¹
- HOMO-LUMO gap: 9.39 eV



10.
A gas-phase ion, C2H3N4 (charge +1) at a distorted geometry, computed with wB97M-V/def2-TZVPD.

```
9
Properties=species:S:1:pos:R:3
C 0.29427 2.25322 0.06654
C -0.77136 -1.02093 0.55735
N 1.63091 0.81063 -1.25711
N 1.07076 -0.17882 -0.78491
N 1.04515 1.82247 -0.71022
N 0.38105 -0.47379 0.12531
H -1.42668 -0.10025 0.96234
H -1.43888 -1.30802 -0.34078
H -0.78522 -1.80450 1.38148
```

Computed properties:
- LUMO: -0.31818 Ha
- F_max: 5.17 eV Å⁻¹
- HOMO energy: -16.635 eV
- E_tot: -8066.8780 eV
- Net charge: +1
- M: 83.1 g mol⁻¹
- HOMO-LUMO gap: 7.98 eV



11.
A single C6H10O2 molecule, computed with wB97M-V/def2-TZVPD.

```
18
Properties=species:S:1:pos:R:3
C 1.41611 1.16440 -1.26764
C 0.81789 -0.32394 0.68581
C 0.74767 0.99440 0.08399
O 1.57346 -1.27716 0.14268
H 1.41250 -2.12704 0.57741
H 0.54538 -0.44579 1.72905
H 1.01053 1.79136 0.77947
H 2.49947 1.25227 -1.16697
H 1.01817 2.06143 -1.73996
H 1.19717 0.32715 -1.92903
C -0.88080 0.87758 -0.05736
C -1.11578 -0.80580 0.01897
C -1.96699 -1.40868 0.86062
O -1.39620 1.30093 -1.12937
H -1.28639 1.18474 0.92441
H -0.89829 -1.26021 -0.94489
H -2.44683 -2.35333 0.62662
H -2.24707 -0.95231 1.80619
```

Computed properties:
- LUMO (alpha / beta): -0.02059 / -0.02059 Ha
- F_max: 0.47 eV Å⁻¹
- HOMO energy (alpha / beta): -8.126 / -8.125 eV
- E_tot: -10474.6027 eV
- M: 114.1 g mol⁻¹
- HOMO-LUMO gap (alpha / beta): 7.57 / 7.56 eV